Run A
DFT (wB97M-V/def2-TZVPD) results for a 2-piece molecular cluster, C2H6N2O3 overall.

Each atom is followed by the atoms it is bonded to, with distances in Å.
Atoms and positions in Å:
1 N 0.04847 2.62152 -0.85631  N2 1.336, H5 1.024, H6 1.008
2 N -1.08205 1.94082 -0.64860  N1 1.336, O3 1.221, O4 1.197
3 O -1.16087 1.39573 0.44098  N2 1.221
4 O -1.84992 1.95282 -1.56614  N2 1.197
5 H 0.85464 2.84861 -0.26699  N1 1.024
6 H 0.10414 3.18622 -1.68908  N1 1.008
7 C -0.35650 -1.40248 0.70871  C8 1.501, H10 1.067, H11 1.011, H12 1.039
8 C 0.28932 -0.07688 0.98839  C7 1.501, O9 1.194, H13 1.078
9 O 1.12298 0.41911 0.29283  C8 1.194
10 H -0.74510 -1.73510 1.64528  C7 1.067
11 H 0.39454 -2.02029 0.43192  C7 1.011
12 H -1.03034 -1.38531 -0.08178  C7 1.039
13 H 0.05017 0.32557 1.95967  C8 1.078

net charge: 0
gap between HOMO and LUMO: 10.04 eV
SMILES: N[N+](=O)[O-].CC=O
molecular weight: 106.081 g mol⁻¹

***

Run B
DFT (wB97M-V/def2-TZVPD) results for a 2-piece molecular cluster, C2H6N2O3 overall.

Each atom is followed by the atoms it is bonded to, with distances in Å.
Atoms and positions in Å:
1 N -1.43056 -0.39340 0.90216  C2 1.356, H7 1.028, H8 1.102
2 C -0.82775 0.81743 0.80000  N1 1.356, O3 1.199, N4 1.402
3 O -1.28829 1.90299 1.01705  C2 1.199
4 N 0.40832 0.76741 0.13938  C2 1.402, C5 1.410, H9 1.016
5 C 1.29852 -0.32536 0.17498  N4 1.410, O6 1.223, H10 1.113
6 O 2.17433 -0.59475 -0.63536  C5 1.223
7 H -1.52134 -1.11600 0.17649  N1 1.028
8 H -2.24346 -0.56504 1.62663  N1 1.102
9 H 0.66422 1.53305 -0.47721  N4 1.016
10 H 1.22795 -0.92935 1.10760  C5 1.113
11 O -0.18032 -1.49039 -1.78687  H12 0.988, H13 0.952
12 H 0.78919 -1.51286 -1.59611  O11 0.988
13 H -0.23130 -1.52315 -2.73663  O11 0.952

net charge: 0
gap between HOMO and LUMO: 11.00 eV
SMILES: NC(=O)NC=O.O
molecular weight: 106.081 g mol⁻¹

***

Run C
DFT (wB97M-V/def2-TZVPD) results for a 2-piece molecular cluster, C2H6N2O3 overall.

Each atom is followed by the atoms it is bonded to, with distances in Å.
Atoms and positions in Å:
1 N -1.35271 -0.50552 -0.60956  C2 1.380, H7 1.001, H8 1.009
2 C -0.21681 0.08217 -1.12665  N1 1.380, O3 1.202, N4 1.438
3 O 0.07041 -0.02644 -2.28847  C2 1.202
4 N 0.74963 0.58432 -0.18789  C2 1.438, C5 1.423, H9 1.007
5 C 0.33305 1.35755 0.93186  N4 1.423, O6 1.205, H10 1.102
6 O -0.83579 1.62705 1.04664  C5 1.205
7 H -1.72843 -0.19286 0.26432  N1 1.001
8 H -1.91166 -0.78571 -1.40104  N1 1.009
9 H 1.72385 0.35377 -0.29818  N4 1.007
10 H 1.11148 1.80266 1.57292  C5 1.102
11 O 1.03516 -2.38054 1.77149  H12 0.964, H13 0.962
12 H 1.06580 -2.01436 2.66281  O11 0.964
13 H 0.87197 -1.65709 1.15811  O11 0.962

net charge: 0
gap between HOMO and LUMO: 10.88 eV
SMILES: NC(=O)NC=O.O
molecular weight: 106.081 g mol⁻¹

***

Stability summary: most stable run C, least stable run A.

***

Run A
DFT (wB97M-V/def2-TZVPD) results for a 2-piece molecular cluster, CH6N2S overall.

Each atom is followed by the atoms it is bonded to, with distances in Å.
Atoms and positions in Å:
1 S -1.10406 4.24240 -0.30990  H2 1.236
2 H -0.58858 5.36575 -0.29348  S1 1.236
3 N 0.23563 -2.23400 -0.54925  C4 1.328, H6 1.098, H7 1.047
4 C -0.20571 -1.09163 -0.03489  N3 1.328, N5 1.356, H8 1.095
5 N 0.46810 -0.30466 0.84041  C4 1.356, H9 1.044, H10 1.023
6 H 1.22417 -2.65552 -0.32631  N3 1.098
7 H -0.31558 -2.65252 -1.33538  N3 1.047
8 H -1.10013 -0.67477 -0.51043  C4 1.095
9 H -0.07137 0.36955 1.42788  N5 1.044
10 H 1.45752 -0.36460 1.09135  N5 1.023

net charge: 0
gap between HOMO and LUMO: 3.11 eV
molecular weight: 78.140 g mol⁻¹

***

Run B
DFT (wB97M-V/def2-TZVPD) results for a 2-piece molecular cluster, CH6N2S overall.

Each atom is followed by the atoms it is bonded to, with distances in Å.
Atoms and positions in Å:
1 C 0.63080 -1.21079 0.59166  N3 1.416, H5 1.122, H6 1.158, H7 1.114
2 N 0.25390 1.17048 0.30679  N3 1.346, H8 1.028, H9 1.075
3 N -0.12043 -0.02784 0.79188  C1 1.416, N2 1.346
4 S -2.34268 0.19386 -0.93435  H10 1.371
5 H -0.12470 -2.03899 0.53481  C1 1.122
6 H 1.24209 -1.35867 -0.38107  C1 1.158
7 H 1.30875 -1.42499 1.44978  C1 1.114
8 H 1.21376 1.49267 0.12984  N2 1.028
9 H -0.50513 1.92178 0.42640  N2 1.075
10 H -3.16297 1.23232 -0.57570  S4 1.371

net charge: 0
gap between HOMO and LUMO (spin up / spin down): 9.67 / 6.07 eV
molecular weight: 78.140 g mol⁻¹

***

Run C
DFT (wB97M-V/def2-TZVPD) results for one molecule with the formula CH6N2S.

Each atom is followed by the atoms it is bonded to, with distances in Å.
Atoms and positions in Å:
1 N 1.39880 -0.09665 -0.91205  N2 1.473, H5 1.053, H6 0.996
2 N 0.62122 0.65186 0.09103  N1 1.473, C3 1.408, H7 0.993
3 C -0.41125 0.02952 0.81829  N2 1.408, S4 1.938, H8 1.129, H9 1.165
4 S -2.24590 -0.17430 0.22938  C3 1.938, H10 1.316
5 H 0.69548 -0.65380 -1.46352  N1 1.053
6 H 2.01042 -0.67804 -0.38223  N1 0.996
7 H 0.52109 1.55049 -0.32001  N2 0.993
8 H -0.09569 -1.00178 1.15091  C3 1.129
9 H -0.47116 0.55643 1.85592  C3 1.165
10 H -2.02302 -0.18372 -1.06772  S4 1.316

net charge: 0
gap between HOMO and LUMO: 9.98 eV
SMILES: NNCS
molecular weight: 78.140 g mol⁻¹

***

Run D
DFT (wB97M-V/def2-TZVPD) results for a 2-piece molecular cluster, CH6N2S overall.

Each atom is followed by the atoms it is bonded to, with distances in Å.
Atoms and positions in Å:
1 C 0.07319 -1.01031 0.53623  N2 1.504, H5 1.102, H6 1.068, H7 1.132
2 N -1.28170 -0.45462 0.19341  C1 1.504, H8 1.045, H9 1.117
3 N -0.10168 1.38207 -1.33588  S4 1.467
4 S 0.99738 1.72479 -0.42670  N3 1.467, H10 1.464
5 H 0.58223 -0.11727 0.93361  C1 1.102
6 H -0.09950 -1.84086 1.18442  C1 1.068
7 H 0.49469 -1.30149 -0.47287  C1 1.132
8 H -1.69682 0.10525 0.97180  N2 1.045
9 H -1.19964 0.33466 -0.59242  N2 1.117
10 H 2.23185 1.17778 -0.99160  S4 1.464

net charge: 0
gap between HOMO and LUMO (spin up / spin down): 7.96 / 7.96 eV
molecular weight: 78.140 g mol⁻¹

***

Stability summary: most stable run C, least stable run B.

***

Run A
DFT (wB97M-V/def2-TZVPD) results for a 2-piece molecular cluster, CH6N2S overall.

Each atom is followed by the atoms it is bonded to, with distances in Å.
Atoms and positions in Å:
1 H -2.51571 -0.99516 2.10973  N2 1.021
2 N -1.68065 -0.58457 1.68991  H1 1.021, C3 1.274
3 C -0.70487 -0.53667 2.50780  N2 1.274, N4 1.471, H5 1.090
4 N -0.77159 0.37036 3.66370  C3 1.471, H6 1.005, H7 1.009
5 H -0.01618 -1.38169 2.53608  C3 1.090
6 H -0.42758 -0.29130 4.33694  N4 1.005
7 H -1.15599 1.14943 3.14997  N4 1.009
8 S 2.99763 0.96724 -6.65659  H9 1.311, H10 1.295
9 H 2.39957 -0.11231 -6.21389  S8 1.311
10 H 1.87538 1.41467 -7.12364  S8 1.295

net charge: 0
gap between HOMO and LUMO: 9.03 eV
SMILES: [H]/N=C\N.S
molecular weight: 78.140 g mol⁻¹

***

Run B
DFT (wB97M-V/def2-TZVPD) results for a 2-piece molecular cluster, CH6N2S overall.

Each atom is followed by the atoms it is bonded to, with distances in Å.
Atoms and positions in Å:
1 H 2.70277 1.83588 -2.32010  N2 1.015
2 N 2.34414 0.98314 -2.73859  H1 1.015, C3 1.265
3 C 1.65101 0.35637 -1.88667  N2 1.265, N4 1.384, H5 1.092
4 N 0.86408 -0.73057 -2.22449  C3 1.384, H6 1.009, H7 1.016
5 H 1.54657 0.64526 -0.83888  C3 1.092
6 H 0.92447 -1.54078 -1.62643  N4 1.009
7 H 0.99957 -0.96378 -3.20378  N4 1.016
8 S -2.12049 -0.27280 3.05256  H9 1.338, H10 1.328
9 H -2.23905 0.32820 1.86323  S8 1.338
10 H -2.71507 0.72418 3.69689  S8 1.328

net charge: 0
gap between HOMO and LUMO: 10.39 eV
SMILES: [H]/N=C/N.S
molecular weight: 78.140 g mol⁻¹

***

Stability summary: most stable run B, least stable run A.